(1)
The following is a quantum chemistry calculation of a single C17H13N3OS molecule, from the Open Molecules 2025 dataset.

ΔE to the lowest compared entry with this formula, charge and spin = 316.12 kcal/mol
lowest unoccupied orbital energy = -0.009 Ha
gap between HOMO and LUMO = 7.30 eV
SMILES = O=C(CSc1nc2ccccc2[nH]1)c1c[nH]c2ccccc12

Positions of all 35 atoms, in Å:
O: -0.37 -2.45 -0.19
C: -0.86 -1.43 -0.54
C: -0.39 -0.42 -1.32
S: 0.13 1.03 -0.44
C: 1.74 0.71 -0.02
N: 2.50 -0.13 -0.85
C: 3.73 -0.17 -0.26
C: 4.91 -0.77 -1.08
C: 6.18 -0.68 -0.18
C: 6.20 0.03 0.87
C: 5.12 1.11 1.26
C: 3.81 0.68 0.74
N: 2.66 1.20 0.84
C: -2.19 -1.06 -0.05
C: -2.98 -2.14 0.67
N: -4.24 -1.83 0.87
C: -4.48 -0.47 0.59
C: -5.60 0.34 0.81
C: -5.43 1.73 -0.06
C: -4.29 2.12 -0.69
C: -3.12 1.21 -0.71
C: -3.29 0.18 -0.12
H: 0.66 -0.65 -1.92
H: -1.07 0.08 -2.03
H: 4.81 -1.72 -1.64
H: 6.96 -1.37 -0.48
H: 7.17 0.41 1.38
H: 5.12 1.63 1.97
H: 2.33 2.04 1.38
H: -2.66 -3.25 1.02
H: -5.03 -2.20 1.67
H: -6.42 0.14 1.03
H: -6.22 2.49 0.16
H: -4.17 2.90 -1.14
H: -2.37 1.70 -1.30


(2)
The following is a quantum chemistry calculation of a single C5H6N2O molecule, from the Open Molecules 2025 dataset.

ΔE to the lowest compared entry with this formula, charge and spin = 89.44 kcal/mol
lowest unoccupied orbital energy = -0.005 Ha
gap between HOMO and LUMO = 8.27 eV
SMILES = [H]/N=c1/c(=C)[nH]oc1=C

Positions of all 14 atoms, in Å:
H: 2.20 1.20 0.26
N: 1.30 1.29 0.71
C: 0.55 0.36 0.34
C: -0.90 0.32 0.72
C: -1.82 1.11 1.31
N: -1.46 -0.77 0.02
O: -0.48 -1.35 -0.90
C: 0.68 -0.74 -0.75
C: 1.86 -1.08 -1.30
H: -2.88 1.02 1.23
H: -1.52 1.86 2.06
H: -2.27 -0.76 -0.55
H: 1.95 -1.70 -2.10
H: 2.79 -0.76 -1.06


(3)
The following is a quantum chemistry calculation of 3 unconnected molecules or ions with the total composition C5H15NO2, from the Open Molecules 2025 dataset.

ΔE to the lowest compared entry with this formula, charge and spin = 59.55 kcal/mol
lowest unoccupied orbital energy = 0.025 Ha
gap between HOMO and LUMO = 8.23 eV
SMILES = C/C=C(\C)NC.O.O

Positions of all 23 atoms, in Å:
C: 0.22 0.99 -3.52
C: 0.50 0.66 -2.13
C: -0.42 0.76 -1.20
C: -1.72 1.59 -1.33
N: -0.07 0.46 0.12
C: -1.01 0.36 1.22
H: 0.96 0.52 -4.20
H: -0.73 0.71 -3.96
H: 0.15 2.18 -3.67
H: 1.46 0.35 -1.81
H: -1.62 2.40 -0.61
H: -2.72 1.16 -1.08
H: -1.64 2.11 -2.27
H: 0.87 0.62 0.39
H: -0.79 -0.75 1.56
H: -0.85 1.11 1.97
H: -2.13 0.56 0.91
O: 0.43 -2.75 1.19
H: -0.02 -2.23 0.57
H: 0.46 -3.59 0.80
O: 1.86 -1.15 4.33
H: 1.61 -1.31 3.45
H: 1.79 -1.99 4.79


(4)
The following is a quantum chemistry calculation of a molecular structure, C4H4O2Sn, from the Open Molecules 2025 dataset.

ΔE to the lowest compared entry with this formula, charge and spin = 19.48 kcal/mol
lowest unoccupied orbital energy (spin up / spin down) = -0.417 / -0.417 Ha
charge = +2
gap between HOMO and LUMO (spin up / spin down) = 5.16 / 5.16 eV

Positions of all 11 atoms, in Å:
C: 1.60 0.10 -0.74
O: 1.26 -0.59 -1.79
H: 2.04 -0.83 -2.30
C: 0.52 1.20 0.92
C: 0.41 0.00 0.26
C: -0.91 -0.48 -0.09
O: -1.93 -0.24 0.55
Sn: -3.51 -0.85 1.04
H: 1.47 1.45 1.39
H: -0.38 1.78 1.14
H: -0.58 -1.55 -0.38


(5)
The following is a quantum chemistry calculation of 2 unconnected molecules or ions with the total composition C4H11NO2, from the Open Molecules 2025 dataset.

ΔE to the lowest compared entry with this formula, charge and spin = 63.25 kcal/mol
lowest unoccupied orbital energy = 0.023 Ha
gap between HOMO and LUMO = 10.06 eV
SMILES = CCNCC=O.O

Positions of all 18 atoms, in Å:
C: 1.64 0.54 -2.69
C: 0.40 0.50 -1.64
N: 1.09 -0.11 -0.46
C: 0.51 -0.08 0.93
C: -0.71 -0.92 0.87
O: -1.71 -0.48 1.43
H: 2.59 0.19 -2.18
H: 1.76 1.52 -3.10
H: 1.30 -0.18 -3.45
H: -0.46 -0.11 -1.83
H: -0.04 1.48 -1.36
H: 1.96 0.41 -0.46
H: 1.20 -0.53 1.72
H: 0.31 0.91 1.23
H: -0.67 -1.91 0.31
O: -3.35 -0.52 3.61
H: -2.93 -0.41 2.75
H: -2.89 -0.30 4.30


(6)
The following is a quantum chemistry calculation of a single C3H5NO2 molecule, from the Open Molecules 2025 dataset.

ΔE to the lowest compared entry with this formula, charge and spin = 16.08 kcal/mol
lowest unoccupied orbital energy = 0.028 Ha
gap between HOMO and LUMO = 11.02 eV
SMILES = CC(=O)NC=O

Positions of all 11 atoms, in Å:
C: -1.36 0.34 -0.50
C: -0.12 -0.51 -0.66
O: -0.09 -1.60 -1.17
N: 1.10 0.13 -0.15
C: 1.20 -0.10 1.19
O: 0.31 -0.70 1.77
H: -2.21 -0.26 -0.17
H: -1.18 1.16 0.20
H: -1.59 0.75 -1.49
H: 1.87 0.48 -0.71
H: 2.08 0.31 1.70